12
Properties=species:S:1:pos:R:3:forces:R:3:lowdin_charge:R:1 method="wB97M-V/def2-TZVPD" largest_force_ha_per_bohr=0.026 lumo_energy_ev=1.0 e_homo_ev=-8.1 de_lowest_ev=0.542 smiles="C=CN.N"
C 2.09987 0.40680 -0.33483 -0.60 0.29 -0.62 -0.040
C 1.20570 0.08921 -1.27925 0.28 -0.20 -0.06 -0.314
N 0.75915 -1.18548 -1.58752 0.36 0.97 -0.42 0.031
H 2.59819 -0.33381 0.26805 -0.02 -0.07 0.22 0.039
H 2.30699 1.45606 -0.19540 0.29 -0.05 0.10 0.033
H 0.80947 0.83736 -1.95493 -0.05 0.22 0.19 0.097
H 0.91553 -1.84526 -0.86330 -0.35 -0.79 0.14 0.073
H -0.03097 -1.24548 -2.20913 0.09 -0.37 0.43 0.080
N -3.06634 0.66853 2.64653 0.17 0.51 1.22 0.022
H -2.91117 -0.25937 2.33122 0.01 -0.62 -0.52 -0.009
H -3.25399 1.31349 1.91969 0.04 0.33 -1.02 -0.012
H -3.87256 0.69370 3.24330 -0.22 -0.21 0.33 -0.001